1.
{"formula": "C6H16OSi", "method": "ωB97M-V/def2-TZVPD", "symbols": ["Si", "O", "C", "C", "C", "C", "C", "C", "H", "H", "H", "H", "H", "H", "H", "H", "H", "H", "H", "H", "H", "H", "H", "H"], "positions_angstrom": [[0.33, 0.29, 0.51], [-1.39, -0.42, -3.04], [0.91, 0.24, -3.65], [-1.02, 0.59, 1.74], [-0.08, -0.65, -2.92], [0.76, -1.81, 2.60], [1.48, -0.97, 1.43], [-1.93, 1.67, 1.29], [1.15, -0.13, -4.68], [1.84, -0.04, -3.23], [-0.43, 0.98, 2.66], [2.44, -0.47, 1.72], [0.09, -1.09, 3.07], [1.86, -1.71, 0.72], [1.53, -2.10, 3.30], [-1.43, 2.58, 1.12], [-2.75, 1.84, 1.94], [0.89, 1.63, 0.25], [-2.35, 1.51, 0.35], [0.86, 1.33, -3.87], [-1.58, 0.34, -3.64], [-1.63, -0.23, 1.83], [0.19, -2.67, 2.34], [0.28, -0.69, -1.83]], "lumo_ev": [-0.3, 0.6], "e_above_lowest_kcal_mol": 157.4, "e_homo_ev": [-7.50, -7.10], "charge": 0}



2.
{"formula": "C6H16Si", "method": "ωB97M-V/def2-TZVPD", "symbols": ["Si", "C", "C", "C", "C", "C", "C", "H", "H", "H", "H", "H", "H", "H", "H", "H", "H", "H", "H", "H", "H", "H", "H"], "positions_angstrom": [[2.10, 0.74, 0.21], [-1.20, -1.09, -0.71], [-2.20, 1.10, -0.21], [-1.07, 0.14, 0.10], [2.50, -1.07, -0.13], [-0.87, -0.17, 1.58], [0.49, 1.06, -0.74], [-1.94, -0.81, -1.56], [-3.07, 0.65, 0.06], [2.33, 1.03, 1.72], [0.57, 0.59, -1.65], [-1.95, -0.41, 1.88], [-1.60, -2.04, -0.18], [3.42, -1.51, 0.37], [-0.27, 0.60, 2.23], [3.18, 1.53, -0.63], [2.84, -1.24, -1.11], [-0.24, -1.06, 1.78], [-0.19, -1.43, -1.20], [-2.21, 2.00, 0.33], [1.68, -1.82, 0.04], [-2.38, 1.10, -1.30], [0.05, 2.13, -0.87]], "lumo_ev": 0.9, "e_above_lowest_kcal_mol": 68.8, "e_homo_ev": -9.01, "charge": 0}



3.
{"formula": "C6H16Si2", "method": "ωB97M-V/def2-TZVPD", "symbols": ["Si", "Si", "C", "C", "C", "C", "C", "C", "H", "H", "H", "H", "H", "H", "H", "H", "H", "H", "H", "H", "H", "H", "H", "H"], "positions_angstrom": [[0.11, -0.63, 3.88], [0.94, 1.64, -1.75], [0.05, -1.54, 2.39], [0.49, -2.64, 0.16], [1.47, 3.46, -1.93], [-1.84, -2.40, 1.16], [-0.37, -2.25, 1.33], [-0.95, 1.72, -1.88], [0.84, 4.04, -1.39], [0.16, -3.74, -0.25], [2.55, 3.64, -1.74], [1.52, -2.52, 0.36], [-1.46, 0.89, -2.33], [-2.50, -1.53, 1.40], [-1.36, 2.70, -2.45], [1.47, 1.00, -2.87], [-1.96, -2.66, 0.19], [-1.40, 1.76, -1.00], [0.42, -1.82, -0.60], [1.24, 1.06, -0.31], [-2.22, -3.28, 1.71], [1.50, 3.71, -2.99], [0.69, 0.80, 3.95], [0.60, -1.43, 4.95]], "lumo_ev": 0.2, "e_above_lowest_kcal_mol": 73.1, "e_homo_ev": -8.08, "charge": 0, "smiles": "CC(C)=C=[SiH2].C[SiH2]C"}